DFT (ωB97M-V/def2-TZVPD) results for C5H10O in the gas phase.

XYZ file:
```
16
Properties=species:S:1:pos:R:3:nbo_charge:R:1
C -2.23902 1.11597 0.09323 -0.595
C -1.42948 -0.16057 0.30502 -0.438
C 0.05385 0.06106 0.39389 -0.175
C 0.90706 -0.10846 -0.61511 -0.221
C 2.37464 -0.29871 -0.36587 -0.100
O 2.54748 -1.68319 -0.08689 -0.708
H -1.94231 1.59820 -0.84355 0.207
H -2.07953 1.83043 0.90740 0.204
H -3.30794 0.88589 0.04228 0.210
H -1.62980 -0.86065 -0.51473 0.205
H -1.76243 -0.65592 1.22599 0.208
H 1.77687 -1.91008 0.45141 0.466
H 0.46413 0.32947 1.37045 0.193
H 0.54098 -0.38753 -1.60274 0.199
H 2.99994 -0.07756 -1.23493 0.185
H 2.72555 0.32165 0.47412 0.161
```

Output
largest force on an atom	0.38	eV/Å
ΔE to the lowest compared entry with this formula, charge and spin	1.072	eV
HOMO level	-9.6	eV
Kohn-Sham gap	10.7	eV
E	-271.71323	hartree
SMILES	CC/C=C/CO
molecular weight	86.13	g/mol


DFT (ωB97M-V/def2-TZVPD) results for C5H10O in the gas phase at a distorted geometry.

XYZ file:
```
16
Properties=species:S:1:pos:R:3:nbo_charge:R:1
C -1.26211 0.75549 -1.21634 0.131
C 1.82568 -0.48550 -0.03258 -0.620
C -0.21145 -0.96853 1.37931 -0.598
C 0.31060 -0.39477 0.06192 -0.224
C -0.24713 0.90535 -0.31932 -0.318
O -2.23633 1.69476 -1.43883 -0.681
H -2.22066 2.34467 -0.72581 0.475
H -1.19685 0.11715 -2.08821 0.195
H -0.46711 -0.95105 -0.75245 0.193
H 0.06887 1.83978 0.13007 0.202
H 2.29081 0.01828 0.81741 0.207
H 2.15035 -1.52621 -0.01369 0.212
H 0.11034 -2.00142 1.51227 0.207
H -1.29861 -0.93521 1.42105 0.212
H 0.18820 -0.38671 2.21291 0.194
H 2.19539 -0.02608 -0.94771 0.213
```

Output
largest force on an atom	3.58	eV/Å
ΔE to the lowest compared entry with this formula, charge and spin	2.175	eV
HOMO level	-8.5	eV
Kohn-Sham gap	9.4	eV
E	-271.67270	hartree
SMILES	CC(C)/C=C/O
molecular weight	86.13	g/mol


DFT (ωB97M-V/def2-TZVPD) results for C5H10O in the gas phase at a distorted geometry.

XYZ file:
```
16
Properties=species:S:1:pos:R:3:nbo_charge:R:1
O -1.98532 0.14067 0.64374 -0.735
C -0.99403 0.20844 -0.37672 0.067
C -0.26724 -1.18486 -0.44571 -0.447
C 1.20727 -0.89250 -0.05555 -0.401
C 1.23956 0.52374 0.61768 -0.407
C 0.03256 1.25079 -0.11055 -0.454
H -2.57432 -0.56872 0.35006 0.465
H -1.52612 0.98736 -1.12869 0.176
H -0.70338 -1.90354 0.27258 0.215
H -0.34366 -1.62934 -1.43610 0.217
H 1.83453 -0.90872 -0.95608 0.200
H 1.61736 -1.67041 0.60947 0.217
H 1.10529 0.41581 1.69457 0.211
H 2.22641 0.98412 0.45112 0.215
H -0.97477 2.00409 -0.17366 0.250
H 0.42709 1.70812 -1.01209 0.210
```

Output
largest force on an atom	4.15	eV/Å
ΔE to the lowest compared entry with this formula, charge and spin	3.202	eV
HOMO level	-9.6	eV
Kohn-Sham gap	10.6	eV
E	-271.63495	hartree
SMILES	OC1CCCC1
molecular weight	86.13	g/mol


DFT (ωB97M-V/def2-TZVPD) results for 2 unconnected molecules or ions with the total composition C5H10O.

XYZ file:
```
16
Properties=species:S:1:pos:R:3:nbo_charge:R:1
O -0.54414 1.02922 1.46968 -0.718
C 0.51397 0.98448 0.52476 0.105
C -0.02992 0.92024 -0.92133 -0.469
C -0.04126 -0.55592 -1.22427 -0.190
C 0.63984 -1.25094 -0.31665 -0.184
C 1.23308 -0.35713 0.74496 -0.460
H -1.03532 1.84571 1.31754 0.465
H 1.19097 1.83941 0.66638 0.164
H -1.02827 1.37212 -0.98948 0.211
H 0.61375 1.46713 -1.62499 0.213
H -2.88769 -1.70082 0.13649 -0.017
H -0.54311 -0.96894 -2.09452 0.212
H -2.25307 -1.33981 0.26757 0.012
H 0.78862 -2.32690 -0.33131 0.212
H 1.06555 -0.70023 1.77313 0.231
H 2.31701 -0.25764 0.60203 0.213
```

Output
largest force on an atom	0.38	eV/Å
ΔE to the lowest compared entry with this formula, charge and spin	1.641	eV
HOMO level	-9.2	eV
Kohn-Sham gap	10.3	eV
E	-271.69232	hartree
SMILES	OC1CC=CC1.[H][H]
molecular weight	86.13	g/mol


DFT (ωB97M-V/def2-TZVPD) results for C5H10O in the gas phase.

XYZ file:
```
16
Properties=species:S:1:pos:R:3:nbo_charge:R:1
C -0.42921 -1.04376 -1.82208 -0.606
C -0.97092 -0.61290 -0.45987 -0.426
C -0.57480 0.80174 -0.11339 0.065
O -0.91734 1.27293 1.18409 -0.497
C 0.46436 1.18181 0.85378 0.061
C 1.30065 0.21535 1.65026 -0.637
H -0.75705 -0.35675 -2.61170 0.204
H -0.78584 -2.04422 -2.08673 0.214
H 0.66663 -1.06308 -1.82997 0.205
H -2.06744 -0.65824 -0.46372 0.212
H -0.63914 -1.30223 0.32339 0.206
H -0.78542 1.52395 -0.90921 0.174
H 0.93416 2.15723 0.70106 0.176
H 0.81229 -0.75620 1.75649 0.214
H 1.47342 0.61474 2.65532 0.221
H 2.27566 0.06964 1.17225 0.215
```

Output
largest force on an atom	0.29	eV/Å
ΔE to the lowest compared entry with this formula, charge and spin	1.105	eV
HOMO level	-10.0	eV
Kohn-Sham gap	11.2	eV
E	-271.71200	hartree
SMILES	CC[C@H]1O[C@H]1C
molecular weight	86.13	g/mol


DFT (ωB97M-V/def2-TZVPD) results for C5H10O in the gas phase.

XYZ file:
```
16
Properties=species:S:1:pos:R:3:nbo_charge:R:1
C -1.03428 1.51432 -0.23577 -0.456
C -0.81995 0.84221 1.08942 -0.421
C 0.24926 0.73404 0.05628 -0.240
C 1.19454 -1.64958 0.23534 -0.620
C 0.56246 -0.57703 -0.64791 0.099
O -0.65526 -1.03466 -1.20164 -0.721
H -1.05619 -0.19379 -1.47332 0.469
H -1.93648 1.15507 -0.73611 0.213
H -0.89286 2.57806 -0.37856 0.221
H -0.68379 1.44714 1.97549 0.216
H -1.41771 -0.06021 1.20688 0.224
H 1.11307 1.38016 0.20342 0.220
H 0.53387 -1.94678 1.05583 0.212
H 1.42869 -2.54096 -0.35703 0.218
H 2.13500 -1.28590 0.66756 0.210
H 1.27963 -0.36209 -1.45989 0.154
```

Output
largest force on an atom	0.77	eV/Å
ΔE to the lowest compared entry with this formula, charge and spin	1.304	eV
HOMO level	-10.0	eV
Kohn-Sham gap	11.1	eV
E	-271.70471	hartree
SMILES	C[C@@H](O)C1CC1
molecular weight	86.13	g/mol


DFT (ωB97M-V/def2-TZVPD) results for C5H10O in the gas phase at a distorted geometry.

XYZ file:
```
16
Properties=species:S:1:pos:R:3:nbo_charge:R:1
C 0.42883 -2.09994 0.04469 -0.618
C 0.92702 -0.60858 0.09496 0.031
O 0.23135 -0.30227 -1.17555 -0.512
C -0.04645 0.48828 -0.05749 0.203
C 0.47857 1.86217 -0.38379 -0.616
C -1.41453 0.45170 0.56520 -0.630
H 1.26666 -2.76564 -0.12810 0.217
H -0.31407 -2.40128 -0.74888 0.237
H -0.03577 -2.32641 0.98040 0.200
H 1.99328 -0.25949 0.09535 0.194
H 1.43455 1.77934 -0.91415 0.221
H -0.24187 2.35221 -1.05355 0.219
H 0.59622 2.46920 0.50820 0.203
H -1.43111 1.04590 1.48524 0.216
H -1.72519 -0.56339 0.81277 0.219
H -2.14749 0.87821 -0.12529 0.217
```

Output
largest force on an atom	3.16	eV/Å
ΔE to the lowest compared entry with this formula, charge and spin	2.244	eV
HOMO level	-9.3	eV
Kohn-Sham gap	10.4	eV
E	-271.67017	hartree
SMILES	C[C@H]1OC1(C)C
molecular weight	86.13	g/mol


DFT (ωB97M-V/def2-TZVPD) results for a molecular structure, C5H10O.

XYZ file:
```
16
Properties=species:S:1:pos:R:3:nbo_charge:R:1
C -0.06285 2.52396 0.44407 -0.803
C -0.45277 1.35988 1.13633 -0.080
O -0.50660 0.31860 -0.41152 -0.678
C 0.43731 -0.70307 -0.43164 0.070
C -0.01896 -2.01780 0.12056 -0.446
C 0.23230 -1.86034 -1.35765 -0.435
H -0.81270 3.29049 0.26602 0.222
H -0.12905 1.46330 -0.57206 0.467
H 0.95854 2.87639 0.56498 0.221
H 0.28304 0.76368 1.67464 0.198
H -1.48238 1.18109 1.43164 0.209
H 1.46307 -0.38313 -0.22900 0.178
H 0.66675 -2.61180 0.71764 0.214
H -1.05614 -2.04835 0.44235 0.223
H 1.11195 -2.33545 -1.78300 0.215
H -0.63153 -1.81746 -2.01336 0.226
```

Output
largest force on an atom	0.47	eV/Å
ΔE to the lowest compared entry with this formula, charge and spin	4.457	eV
HOMO level	-8.4	eV
Kohn-Sham gap	9.6	eV
E	-271.58881	hartree
molecular weight	86.13	g/mol


DFT (ωB97M-V/def2-TZVPD) results for 2 unconnected molecules or ions with the total composition C5H10O at a distorted geometry.

XYZ file:
```
16
Properties=species:S:1:pos:R:3:nbo_charge:R:1
C -0.56694 0.62823 -1.21766 -0.603
C 0.14432 -0.29869 -0.22345 -0.258
C 1.56441 -0.62043 -0.71728 -0.594
C 0.10839 0.27990 1.18045 -0.602
C -1.91889 -0.02494 1.72949 0.377
O -2.26710 -1.07575 1.34203 -0.457
H -0.56811 0.20330 -2.22844 0.211
H -0.06751 1.60539 -1.26810 0.200
H -1.61340 0.80317 -0.93532 0.200
H -0.41328 -1.24884 -0.19092 0.202
H 2.08576 -1.29528 -0.02820 0.208
H 1.54021 -1.10175 -1.70519 0.205
H 2.16487 0.29430 -0.80798 0.199
H 0.63391 -0.34024 1.92205 0.200
H 0.50681 1.30899 1.22444 0.191
H -1.33345 0.88264 1.92408 0.323
```

Output
largest force on an atom	1.07	eV/Å
ΔE to the lowest compared entry with this formula, charge and spin	4.134	eV
HOMO level	-7.8	eV
Kohn-Sham gap	8.5	eV
E	-271.60069	hartree
molecular weight	86.13	g/mol


DFT (ωB97M-V/def2-TZVPD) results for C5H10O in the gas phase at a distorted geometry.

XYZ file:
```
16
Properties=species:S:1:pos:R:3:nbo_charge:R:1
C 2.07330 -0.73626 -0.16053 -0.245
O 1.17307 0.30182 -0.28355 -0.555
C 0.41641 0.68004 0.85169 -0.079
C -0.92958 0.90922 0.20662 -0.267
C -2.05289 -0.07661 0.12081 -0.419
C -1.05062 -0.13706 -0.96157 -0.383
H 1.68696 -1.55858 0.46605 0.159
H 2.25659 -1.13696 -1.16767 0.188
H 2.99640 -0.33097 0.25787 0.168
H 0.39858 -0.10564 1.62593 0.170
H 0.88594 1.57491 1.29747 0.188
H -1.18620 1.97447 0.06908 0.218
H -3.01413 0.32250 -0.15941 0.215
H -2.03192 -0.89916 0.82851 0.211
H -0.48296 -1.08700 -1.04919 0.214
H -1.13897 0.30528 -1.94211 0.217
```

Output
largest force on an atom	1.30	eV/Å
ΔE to the lowest compared entry with this formula, charge and spin	2.785	eV
HOMO level	-8.9	eV
Kohn-Sham gap	10.0	eV
E	-271.65028	hartree
SMILES	COCC1CC1
molecular weight	86.13	g/mol


DFT (ωB97M-V/def2-TZVPD) results for C5H10O in the gas phase.

XYZ file:
```
16
Properties=species:S:1:pos:R:3:nbo_charge:R:1
C -1.85090 0.70321 0.07564 -0.637
C -0.50448 0.04307 0.21995 -0.031
C -0.30463 -1.43766 -0.04219 -0.108
O 0.67988 -1.94525 0.84409 -0.712
C 0.59340 0.79536 0.38788 -0.181
C 1.86342 0.56003 -0.38339 -0.640
H -1.91689 1.62229 0.66608 0.224
H -2.71985 0.06928 0.26310 0.210
H -1.90253 1.01564 -0.97729 0.218
H 0.56214 -1.44677 1.66467 0.468
H 0.06885 -1.64501 -1.05313 0.185
H -1.25137 -1.98841 0.07921 0.169
H 0.50494 1.76488 0.86824 0.190
H 2.77002 0.26997 0.14865 0.222
H 2.05000 1.52630 -0.86890 0.215
H 1.67090 -0.16370 -1.18125 0.208
```

Output
largest force on an atom	0.46	eV/Å
ΔE to the lowest compared entry with this formula, charge and spin	1.543	eV
HOMO level	-8.7	eV
Kohn-Sham gap	9.7	eV
E	-271.69592	hartree
SMILES	C/C=C(/C)CO
molecular weight	86.13	g/mol


DFT (ωB97M-V/def2-TZVPD) results for C5H10O in the gas phase at a distorted geometry.

XYZ file:
```
16
Properties=species:S:1:pos:R:3:nbo_charge:R:1
C -1.33247 1.57659 -0.51578 -0.724
C 0.23832 -0.27376 -1.03792 -0.511
C -1.12063 0.08909 -0.58458 0.596
O -1.88231 -0.73641 -0.12180 -0.583
C 0.79769 -0.08895 0.47320 -0.372
C 1.16030 -1.39722 1.13843 -0.609
H -0.40731 2.12718 -0.72445 0.215
H -2.06081 1.79445 -1.29418 0.243
H -1.72186 1.86018 0.46150 0.235
H 0.73437 0.43200 -1.71645 0.214
H 0.20653 -1.24348 -1.56401 0.235
H 0.05436 0.38553 1.14790 0.214
H 1.60050 0.64830 0.44382 0.208
H 1.83673 -1.94262 0.48285 0.203
H 1.64127 -1.23441 2.10991 0.211
H 0.25531 -1.99646 1.30155 0.224
```

Output
largest force on an atom	1.16	eV/Å
ΔE to the lowest compared entry with this formula, charge and spin	0.881	eV
HOMO level	-9.4	eV
Kohn-Sham gap	10.4	eV
E	-271.72025	hartree
SMILES	CCCC(C)=O
molecular weight	86.13	g/mol


DFT (ωB97M-V/def2-TZVPD) results for a molecular structure, C5H10O at a distorted geometry.

XYZ file:
```
16
Properties=species:S:1:pos:R:3:nbo_charge:R:1
C -0.77603 -0.08000 0.27395 0.085
C 0.00019 -1.18729 -0.37169 -0.443
C 1.41924 -0.76917 0.33312 -0.434
C 1.48005 0.70257 -0.17051 -0.409
C 0.02475 1.28249 0.03268 -0.461
H -2.74077 -0.40161 0.69178 0.460
H -0.77076 -0.25612 1.40170 0.155
H -0.30588 -2.26690 -0.23948 0.228
H 0.23796 -0.89809 -1.51498 0.208
H 2.42868 -1.51074 -0.00698 0.233
H 1.11216 -0.86234 1.55038 0.203
H 1.63660 0.64680 -1.55581 0.195
H 2.56281 1.32915 0.34647 0.229
H -0.06218 1.89861 1.02267 0.213
H -0.27179 2.06151 -0.84694 0.238
O -2.08951 0.07101 -0.17927 -0.700
```

Output
largest force on an atom	6.34	eV/Å
ΔE to the lowest compared entry with this formula, charge and spin	4.875	eV
HOMO level	-9.7	eV
Kohn-Sham gap	10.3	eV
E	-271.57347	hartree
molecular weight	86.13	g/mol


DFT (ωB97M-V/def2-TZVPD) results for 3 unconnected molecules or ions with the total composition C5H10O at a distorted geometry.

XYZ file:
```
16
Properties=species:S:1:pos:R:3:nbo_charge:R:1
C -1.90901 -0.00039 -0.73978 -0.600
C -0.89532 0.16766 0.39458 -0.451
C 0.38669 0.80858 -0.06383 -0.171
C 1.05862 1.74712 0.59893 -0.403
C 0.71310 -2.66076 -0.84851 0.511
O 1.20167 -2.13354 -1.72867 -0.507
H -1.50748 -0.65038 -1.52724 0.200
H -2.83718 -0.45179 -0.37442 0.212
H -2.15826 0.96272 -1.19862 0.208
H -1.33091 0.75601 1.21185 0.207
H -0.66579 -0.82339 0.81504 0.213
H 0.78569 0.44271 -1.01236 0.194
H 2.14043 -0.87712 1.37878 0.006
H 1.99374 2.15216 0.22118 0.200
H 0.70414 2.13800 1.55110 0.191
H 2.36847 -1.55377 1.59239 -0.009
```

Output
largest force on an atom	1.42	eV/Å
ΔE to the lowest compared entry with this formula, charge and spin	1.965	eV
HOMO level	-9.7	eV
Kohn-Sham gap	10.9	eV
E	-271.68040	hartree
molecular weight	86.13	g/mol


DFT (ωB97M-V/def2-TZVPD) results for a molecular structure, C5H10O.

XYZ file:
```
16
Properties=species:S:1:pos:R:3:nbo_charge:R:1
C 1.89106 -0.10520 -0.06427 -0.605
C 0.51480 0.53610 0.16220 -0.287
C -0.44940 0.28934 -1.03768 -0.481
C -1.39383 -0.74220 -0.48023 0.074
O -1.06185 -1.03542 0.74652 -0.353
C -0.22845 -0.15283 1.28636 0.012
H 2.38626 0.33734 -0.93774 0.208
H 2.54437 0.03072 0.80494 0.212
H 1.78578 -1.18194 -0.24386 0.206
H 0.64256 1.60868 0.34204 0.221
H -0.96702 1.20525 -1.34697 0.229
H 0.08736 -0.09105 -1.91938 0.218
H -2.05642 -1.42543 -0.98847 0.198
H -2.44641 0.81118 0.54319 -0.029
H -1.96070 0.99962 1.11748 -0.012
H 0.19634 -0.46163 2.23323 0.190
```

Output
largest force on an atom	0.67	eV/Å
ΔE to the lowest compared entry with this formula, charge and spin	4.277	eV
HOMO level (alpha / beta)	-7.0 / -7.2	eV
Kohn-Sham gap (alpha / beta)	8.0 / 8.2	eV
E	-271.59545	hartree
molecular weight	86.13	g/mol